*i*
Density functional theory data (ωB97M-V/def2-TZVPD) for a structure of composition C2H3NS3.

Last column: Mulliken charge in e.
Atoms and positions in Å:
C1 1.11 -0.17 -0.45  0.211
C2 -1.25 0.47 -0.31  -0.482
H1 1.04 -0.90 1.64  0.372
H2 -2.25 1.17 -0.38  0.339
H3 -1.44 -0.86 0.13  0.237
N1 0.89 0.00 0.81  -0.344
S1 2.14 -1.48 -0.72  -0.339
S2 -0.14 1.39 0.98  -0.008
S3 -0.10 0.38 -1.70  0.015

Properties
2S+1: 1
HOMO level (eV): -8.304
Orbital gap (hartree): 0.2812
LUMO energy (Eh): -0.0239

*ii*
Density functional theory data (ωB97M-V/def2-TZVPD) for an isolated molecule of C2H3NS3.

Last column: Mulliken charge in e.
Atoms and positions in Å:
C1 0.49 -0.16 -1.89  0.051
C2 0.43 0.56 1.16  -0.516
N1 -0.16 -1.16 -1.66  -0.166
S1 0.94 0.99 -0.47  -0.141
S2 -0.87 -1.80 -0.49  -0.104
S3 -1.02 1.30 1.79  -0.092
H1 1.09 0.14 -2.80  0.299
H2 0.63 -0.31 1.69  0.529
H3 -1.53 0.43 2.68  0.139

Properties
2S+1: 1
HOMO level (spin up / spin down) (eV): -8.522 / -8.265
Orbital gap (spin up / spin down) (hartree): 0.2713 / 0.2557
LUMO energy (spin up / spin down) (Eh): -0.0419 / -0.0480

*iii*
Density functional theory data (ωB97M-V/def2-TZVPD) for an isolated molecule of C2H3NS3.

Last column: Mulliken charge in e.
Atoms and positions in Å:
S1 1.59 -0.61 2.62  -0.209
C1 0.55 -0.53 1.37  0.186
S2 -1.11 -1.38 1.31  -0.232
C2 0.58 0.27 0.19  0.042
N1 -0.22 -0.09 -0.85  -0.383
S3 0.13 0.94 -2.14  -0.083
H1 -1.71 -0.70 0.13  0.262
H2 1.10 1.40 0.16  0.288
H3 -0.91 0.68 -2.79  0.129

Properties
2S+1: 1
HOMO level (eV): -9.183
Orbital gap (hartree): 0.2769
SMILES: S=C(S)/C=N/S
LUMO energy (Eh): -0.0606

Which is the most stable structure? *iii* is the most stable.